a.
# C5H12NO

2 unconnected molecules or ions with the total composition C5H12NO (wB97M-V/def2-TZVPD, OMol25).

## Properties
* ⟨S²⟩: 0.75
* HOMO-LUMO gap (alpha / beta): 0.315 / 0.157 Eh
* net charge: +2
* spin multiplicity: 2

Element x y z (Å)
C (1.698, 1.465, -0.673)
C (1.328, 1.654, -1.953)
N (0.746, 1.049, 0.355)
H (2.740, 1.524, -0.303)
H (2.072, 1.938, -2.696)
H (0.301, 1.511, -2.282)
H (-0.226, 1.011, 0.014)
H (0.941, 0.087, 0.696)
H (0.761, 1.685, 1.172)
C (-0.385, -1.815, 0.228)
O (0.908, -1.564, 0.834)
C (-1.481, -1.062, 0.940)
C (-2.350, -0.205, 0.342)
H (-0.576, -2.930, 0.252)
H (-0.316, -1.505, -0.856)
H (0.891, -1.901, 1.727)
H (-1.575, -1.254, 2.014)
H (-3.145, 0.335, 0.937)
H (-2.334, -0.023, -0.749)

Atom charges from the Löwdin analysis, given in e for atoms 1 to 5: -0.124, 0.109, 0.166, 0.150, 0.100

=====

b.
# C5H12NO

2 unconnected molecules or ions with the total composition C5H12NO (wB97M-V/def2-TZVPD, OMol25).

## Properties
* ⟨S²⟩: 0.75
* HOMO-LUMO gap (alpha / beta): 0.430 / 0.334 Eh
* net charge: +2
* spin multiplicity: 2

Element x y z (Å)
C (1.054, 1.977, 2.171)
C (-1.051, 0.848, 1.704)
N (-0.155, 1.684, 1.358)
H (1.220, 3.052, 2.107)
H (1.902, 1.453, 1.737)
H (0.826, 1.730, 3.203)
H (-0.901, 0.362, 2.662)
H (-1.906, 0.669, 1.068)
H (-0.109, 1.988, 0.387)
C (0.053, -2.441, -2.110)
C (-0.036, -1.222, -1.410)
O (-0.497, -1.233, -0.165)
C (0.438, 0.083, -1.906)
H (0.520, -2.467, -3.087)
H (-0.336, -3.352, -1.666)
H (-0.166, -2.059, 0.246)
H (0.849, 0.028, -2.912)
H (-0.441, 0.738, -1.940)
H (1.263, 0.433, -1.282)

Atom charges from the Löwdin analysis, given in e for atoms 1 to 5: 0.032, 0.167, 0.012, 0.118, 0.110

=====

Stability, lowest: a

=====

a.
# C4H7N2P

A molecular structure, C4H7N2P (wB97M-V/def2-TZVPD, OMol25).

## Properties
* HOMO-LUMO gap (alpha / beta): 0.265 / 0.265 Eh

Element x y z (Å)
C (0.357, -0.498, 1.488)
C (0.809, 0.695, 1.191)
C (-1.291, -0.949, 0.584)
C (0.408, 1.438, 0.113)
N (-1.525, -0.434, -0.593)
N (0.822, -0.493, -1.495)
P (-0.299, 0.803, -1.337)
H (0.848, -1.131, 2.215)
H (1.644, 1.020, 1.706)
H (-2.019, -1.560, 0.998)
H (0.340, 2.610, -0.032)
H (-2.473, -0.391, -0.922)
H (1.669, -0.037, -1.673)
H (0.711, -1.072, -2.244)

Atom charges from the Löwdin analysis, given in e for atoms 1 to 5: -0.008, -0.347, 0.009, -0.432, -0.134

=====

b.
# C4H7N2P

2 unconnected molecules or ions with the total composition C4H7N2P (wB97M-V/def2-TZVPD, OMol25).

## Properties
* HOMO-LUMO gap: 0.335 Eh

Element x y z (Å)
C (-2.250, 0.030, 0.005)
C (-1.515, 1.251, -0.180)
C (-1.220, -0.925, 0.112)
C (1.757, -0.993, -0.147)
N (-0.212, 1.052, -0.301)
N (-0.124, -0.269, -0.193)
P (2.839, 0.471, -0.099)
H (-3.262, -0.188, 0.212)
H (-2.014, 2.270, -0.261)
H (-1.410, -1.938, 0.274)
H (1.623, -1.662, -0.913)
H (1.553, -1.286, 0.876)
H (2.248, 0.793, 1.290)
H (1.985, 1.394, -0.676)

Atom charges from the Löwdin analysis, given in e for atoms 1 to 5: -0.079, -0.198, -0.151, -0.278, -0.028

=====

c.
# C4H7N2P

A molecular structure, C4H7N2P (wB97M-V/def2-TZVPD, OMol25).

## Properties
* HOMO-LUMO gap: 0.327 Eh

Element x y z (Å)
C (0.021, 1.460, 0.389)
C (-1.101, 1.241, -0.474)
C (0.579, 0.517, 1.206)
C (-1.566, 0.074, -0.910)
N (0.061, -0.718, 1.369)
N (1.097, -1.720, -0.822)
P (-0.381, -1.685, 0.014)
H (0.491, 2.428, 0.223)
H (-1.568, 2.198, -0.840)
H (1.437, 0.972, 1.749)
H (-2.430, -0.049, -1.437)
H (0.520, -1.276, 2.058)
H (1.296, -2.553, -1.523)
H (1.543, -0.890, -1.000)

Atom charges from the Löwdin analysis, given in e for atoms 1 to 5: -0.171, -0.265, -0.256, -0.093, -0.248

=====

Stability, lowest: a

=====

a.
# C5H2ClN

C5H2ClN in the gas phase (wB97M-V/def2-TZVPD, OMol25).

## Properties
* HOMO-LUMO gap: 0.313 Eh
* SMILES string: C#C/C(C#N)=C/Cl

Element x y z (Å)
C (0.215, 1.107, -0.744)
C (-0.326, -0.119, -0.318)
C (0.401, -0.679, 0.767)
C (1.379, -0.822, 1.635)
C (-1.520, -0.767, -0.814)
H (1.129, 1.505, -0.138)
H (1.954, -1.114, 2.576)
N (-2.609, -1.183, -1.028)
Cl (-0.624, 2.072, -1.936)

Atom charges from the Löwdin analysis, given in e for atoms 1 to 5: -0.457, -0.366, -0.115, 0.133, -0.183

=====

b.
# C5H2ClN

C5H2ClN in the gas phase (wB97M-V/def2-TZVPD, OMol25).

## Properties
* HOMO-LUMO gap: 0.341 Eh
* SMILES string: N#CC#C/C=C/Cl

Element x y z (Å)
C (-0.395, 1.771, 0.129)
C (0.459, 0.886, 0.560)
C (0.315, -0.463, 0.127)
C (0.275, -1.650, -0.128)
C (-0.035, -2.889, -0.658)
H (-1.393, 1.554, -0.355)
H (1.467, 1.318, 0.940)
N (-0.541, -3.983, -0.880)
Cl (-0.151, 3.456, 0.265)

Atom charges from the Löwdin analysis, given in e for atoms 1 to 5: -0.599, -0.203, -0.013, -0.024, -0.206

=====

Stability, lowest: a

=====

a.
# C4H9N

A gas-phase ion, C4H9N (charge -1) (wB97M-V/def2-TZVPD, OMol25).

## Properties
* ⟨S²⟩: 0.76
* HOMO-LUMO gap (alpha / beta): 0.140 / 0.211 Eh
* net charge: -1
* spin multiplicity: 2

Element x y z (Å)
C (0.839, 1.058, 1.114)
C (-0.441, 0.871, 0.264)
C (-0.404, -0.344, -0.633)
C (0.872, -0.773, -1.073)
N (-1.508, -1.258, -0.614)
H (1.648, 1.473, 0.389)
H (0.988, 0.258, 1.841)
H (0.629, 1.724, 1.890)
H (-0.574, 1.841, -0.355)
H (-1.432, 0.746, 0.870)
H (1.729, -0.605, -0.394)
H (1.051, -1.243, -2.077)
H (-1.336, -2.011, -1.390)
H (-2.060, -1.737, 0.168)

Atom charges from the Löwdin analysis, given in e for atoms 1 to 5: -0.181, -0.295, -0.575, -0.170, -0.103

=====

b.
# C4H9N

A gas-phase ion, C4H9N (charge -1) (wB97M-V/def2-TZVPD, OMol25).

## Properties
* ⟨S²⟩: 0.75
* HOMO-LUMO gap (alpha / beta): 0.107 / 0.300 Eh
* net charge: -1
* spin multiplicity: 2

Element x y z (Å)
C (-0.102, -0.892, -1.207)
C (-0.617, 0.024, -0.129)
C (-1.935, 0.070, 0.131)
C (1.625, 0.451, 0.846)
N (0.258, 0.879, 0.501)
H (-0.222, -1.918, -0.871)
H (0.919, -0.669, -1.501)
H (-0.661, -0.689, -2.124)
H (-2.685, -0.476, -0.427)
H (-2.380, 0.662, 0.924)
H (2.214, 0.329, -0.070)
H (1.642, -0.546, 1.299)
H (2.052, 1.263, 1.434)
H (-0.106, 1.511, 1.193)

Atom charges from the Löwdin analysis, given in e for atoms 1 to 5: -0.133, -0.509, -0.078, -0.478, -0.078

=====

c.
# C4H9N

A gas-phase ion, C4H9N (charge -1) (wB97M-V/def2-TZVPD, OMol25).

## Properties
* ⟨S²⟩: 0.75
* HOMO-LUMO gap (alpha / beta): 0.117 / 0.351 Eh
* net charge: -1
* spin multiplicity: 2

Element x y z (Å)
N (-0.740, 1.134, -0.437)
C (-0.282, 0.864, 0.935)
C (0.780, -0.233, 0.869)
C (0.375, -1.040, -0.381)
C (-0.634, -0.136, -1.145)
H (-0.149, 1.829, -0.884)
H (0.033, 1.782, 1.444)
H (-1.184, 0.485, 1.427)
H (1.819, 0.089, 0.783)
H (0.643, -0.841, 1.762)
H (1.200, -1.276, -1.059)
H (-0.022, -2.002, -0.043)
H (-0.290, 0.031, -2.167)
H (-1.550, -0.686, -1.104)

Atom charges from the Löwdin analysis, given in e for atoms 1 to 5: -0.111, -0.367, -0.352, -0.278, -0.377

=====

Stability, lowest: a